[1]
{
  "formula": "C49H43BrN5O6SSiTi",
  "method": "ωB97M-V/def2-TZVPD",
  "spin_multiplicity": 2,
  "e_above_lowest_kcal_mol": 18.7,
  "s2": 0.766,
  "energy_ha": -6729.73658,
  "homo_lumo_gap_ev": [4.96, 7.31],
  "lumo_energy_ev": [-0.75, -0.70],
  "symbols": ["C", "C", "C", "S", "C", "C", "H", "C", "Si", "H", "H", "C", "C", "H", "O", "H", "C", "C", "C", "C", "C", "C", "O", "C", "H", "C", "H", "H", "H", "H", "C", "H", "H", "C", "C", "H", "O", "C", "H", "C", "O", "H", "H", "H", "C", "C", "C", "C", "C", "H", "C", "H", "C", "Br", "C", "C", "N", "H", "C", "C", "H", "H", "H", "Ti", "C", "H", "O", "C", "H", "H", "H", "C", "C", "H", "H", "C", "H", "C", "H", "N", "C", "C", "H", "C", "H", "C", "H", "H", "C", "C", "H", "C", "C", "H", "H", "H", "H", "H", "C", "H", "N", "O", "N", "N", "C", "H", "C"],
  "positions_angstrom": [[-2.567, 2.107, 0.732], [1.889, 2.770, -1.659], [-1.016, 2.950, -3.178], [2.517, -1.863, 1.555], [0.181, -2.464, -4.088], [3.473, 3.094, -3.909], [-0.634, 6.394, -1.498], [4.799, 1.675, -0.209], [-1.618, 1.530, -0.783], [0.742, -5.349, 3.988], [3.746, -5.238, 3.491], [2.537, 1.816, 1.291], [-0.557, -2.152, 1.839], [0.195, -3.535, -0.430], [-0.249, 0.765, -0.298], [-5.180, -1.613, -4.048], [-2.916, -1.736, 1.164], [-4.278, -1.968, 1.272], [-0.164, -3.744, -3.792], [3.839, -0.457, -1.243], [4.178, -4.283, 3.195], [-3.508, -1.678, -2.705], [0.691, 0.686, 2.262], [3.764, 0.757, -0.340], [-5.803, -3.106, 2.258], [-2.639, -0.937, -1.915], [-2.806, 1.664, 4.099], [4.033, -2.186, 3.686], [-5.211, 4.099, 1.533], [5.673, 1.542, -0.830], [4.656, 2.716, 0.684], [0.523, -5.393, 5.740], [-2.546, -1.009, 0.457], [3.313, 4.133, -3.008], [0.178, -3.253, -1.473], [0.376, -3.063, 4.997], [4.781, -0.605, -1.989], [-2.016, -2.426, 1.962], [1.260, 2.652, -0.789], [-4.389, 3.409, 1.674], [-0.203, -1.595, 0.744], [1.867, -3.252, 5.918], [-3.404, -2.755, -2.749], [-4.209, -4.359, 3.669], [2.833, 1.886, -3.677], [2.529, 3.973, -1.877], [-4.500, -1.040, -3.431], [-3.845, -3.617, 2.970], [-3.035, 2.053, 3.114], [3.365, 3.551, 2.211], [-4.619, 0.342, -3.364], [-3.884, 3.388, -0.393], [-3.741, 1.073, -2.580], [4.184, 5.791, -3.310], [3.585, -3.133, 3.995], [-1.114, 4.320, -1.220], [0.190, -2.539, 2.833], [-0.435, -4.435, -4.577], [-2.286, 1.644, 2.018], [-2.730, 0.451, -1.839], [0.288, 2.656, 3.405], [5.431, 3.462, 0.795], [-0.378, -5.177, -2.156], [1.087, -0.559, -0.269], [1.338, 1.700, 2.186], [0.200, -2.106, -5.108], [2.829, -1.238, -1.057], [3.505, 2.784, 1.466], [2.403, 4.790, -1.180], [-1.296, 4.444, -0.159], [-3.837, 2.152, -2.565], [1.183, -5.057, 4.940], [-1.255, 3.060, -1.805], [-1.885, -1.460, -1.342], [-4.675, 3.257, 3.796], [-0.634, 4.047, -3.934], [5.252, -4.327, 3.370], [-0.491, 5.287, -3.330], [-0.440, 3.935, -4.993], [2.650, 0.840, 0.378], [2.006, 1.714, -2.563], [-3.636, 2.997, 0.586], [-0.185, 6.144, -3.916], [-2.487, -3.371, 2.872], [-1.117, 1.986, -3.662], [-4.087, 2.938, 2.945], [1.045, 0.096, -4.325], [3.799, -3.265, 5.057], [-4.742, -2.913, 2.174], [-0.144, -4.162, -2.438], [-4.965, -1.413, 0.648], [-0.737, 5.425, -1.971], [1.348, -3.548, 5.004], [-5.389, 0.850, -3.931], [-1.779, -3.904, 3.491], [3.021, 1.054, -4.340], [-1.477, 0.941, 2.164], [4.114, 3.212, -4.771], [1.011, -0.270, -3.302], [4.015, -4.143, 2.129], [1.380, 0.492, -2.289], [1.099, 2.813, 2.894], [0.476, -1.960, -1.739], [2.133, -3.013, 3.888], [1.546, -2.487, 2.805], [2.133, -5.579, 5.053], [0.548, -1.568, -3.052]],
  "forces_ev_per_angstrom": [[-0.08, 0.01, 0.03], [-0.15, 0.24, -0.04], [0.02, 0.00, 0.03], [-0.11, 0.11, -0.31], [0.06, 0.20, 0.05], [0.01, 0.04, 0.07], [0.01, 0.01, 0.01], [-0.06, -0.04, -0.10], [0.34, -0.05, 0.14], [-0.03, 0.00, -0.04], [-0.01, -0.02, 0.02], [-0.16, -0.07, 0.17], [-0.02, -0.01, -0.19], [0.00, -0.01, -0.04], [-0.16, -0.02, 0.16], [-0.01, -0.01, -0.01], [-0.03, 0.12, -0.01], [0.05, -0.03, 0.04], [-0.03, -0.09, 0.09], [-0.05, 0.03, 0.02], [0.04, -0.03, -0.01], [0.01, 0.00, 0.02], [0.31, 0.34, 0.15], [0.18, 0.14, 0.23], [-0.03, 0.00, 0.01], [0.07, -0.07, -0.09], [0.01, -0.01, 0.03], [-0.01, -0.05, -0.02], [-0.02, 0.01, 0.00], [0.03, 0.01, -0.01], [-0.07, -0.03, 0.05], [-0.02, -0.01, 0.03], [-0.04, 0.00, 0.22], [0.00, -0.02, -0.02], [-0.10, 0.11, 0.08], [0.06, -0.02, -0.01], [-0.01, -0.06, 0.04], [-0.02, -0.05, 0.14], [-0.03, 0.02, -0.12], [0.00, 0.01, 0.02], [-0.43, -0.12, 0.21], [-0.02, -0.05, 0.01], [0.00, -0.04, 0.00], [-0.01, -0.01, 0.01], [-0.01, 0.02, -0.02], [-0.04, 0.01, -0.07], [-0.03, 0.00, -0.01], [-0.02, 0.01, -0.02], [0.00, 0.00, -0.01], [-0.01, 0.04, 0.02], [0.01, -0.01, 0.00], [0.00, 0.01, -0.07], [0.02, -0.02, -0.04], [0.00, -0.01, -0.01], [0.01, 0.13, 0.10], [0.03, 0.01, -0.02], [0.16, -0.06, 0.02], [-0.01, -0.03, -0.01], [0.02, -0.12, 0.00], [-0.06, 0.02, -0.06], [0.03, 0.03, -0.02], [0.03, 0.01, -0.01], [0.00, -0.03, 0.00], [-0.14, -0.36, -0.45], [0.07, -0.10, -0.21], [0.01, 0.01, -0.02], [0.51, 0.00, -0.15], [0.04, -0.14, -0.11], [0.00, 0.03, 0.03], [-0.02, 0.00, 0.06], [0.00, 0.06, 0.02], [-0.04, -0.04, 0.03], [0.05, 0.03, -0.06], [0.05, 0.02, -0.14], [-0.01, 0.01, 0.02], [0.02, -0.02, -0.01], [0.05, -0.01, 0.00], [0.02, 0.05, 0.01], [0.00, -0.01, -0.02], [0.13, 0.29, 0.19], [0.09, -0.08, 0.11], [0.02, -0.01, 0.02], [0.00, 0.01, 0.00], [-0.02, 0.04, 0.02], [-0.01, -0.05, -0.02], [-0.02, 0.03, 0.02], [0.02, -0.03, 0.04], [0.04, -0.01, -0.03], [0.01, -0.02, 0.00], [0.00, 0.01, -0.08], [-0.03, 0.02, -0.02], [-0.02, -0.02, 0.01], [-0.03, 0.09, 0.01], [-0.02, 0.01, -0.01], [0.02, -0.01, 0.01], [0.00, -0.02, -0.03], [-0.04, -0.02, -0.03], [0.02, 0.01, -0.02], [-0.01, 0.03, 0.01], [-0.02, 0.01, -0.03], [-0.17, -0.08, -0.01], [-0.10, -0.24, -0.07], [0.09, 0.17, -0.01], [0.10, -0.09, 0.10], [-0.26, 0.14, 0.10], [0.04, 0.00, 0.00], [-0.06, -0.17, -0.04]],
  "lowdin_charge": [-0.208, -0.050, -0.096, 0.909, -0.020, -0.114, 0.102, 0.048, 0.546, 0.078, 0.063, -0.166, -0.399, 0.115, -0.358, 0.100, -0.017, -0.052, -0.073, -0.582, -0.082, -0.070, 0.079, -0.168, 0.102, -0.102, 0.102, 0.091, 0.101, 0.133, -0.006, 0.075, 0.074, -0.697, -0.113, 0.104, 0.100, -0.119, 0.096, -0.083, -0.205, 0.116, 0.105, 0.101, -0.007, -0.127, -0.088, -0.078, -0.084, 0.125, -0.083, 0.099, -0.095, 0.714, -0.247, -0.096, 0.129, 0.104, -0.093, -0.204, 0.136, 0.120, 0.100, 1.070, -0.436, 0.115, -0.212, 0.032, 0.107, 0.102, 0.098, -0.073, -0.236, 0.075, 0.100, -0.073, 0.078, -0.085, 0.105, 0.048, -0.269, -0.095, 0.104, -0.022, 0.105, -0.092, 0.130, 0.116, -0.079, -0.060, 0.111, -0.086, -0.206, 0.101, 0.102, 0.117, 0.077, 0.102, -0.090, 0.048, 0.010, 0.141, -0.014, -0.122, -0.642, 0.062, -0.248]
}

---

[2]
{
  "formula": "C49H44IN3O4P2RuSi",
  "method": "ωB97M-V/def2-TZVPD",
  "spin_multiplicity": 6,
  "e_above_lowest_kcal_mol": 4.5,
  "s2": 8.774,
  "charge": -1,
  "energy_ha": -3723.79325,
  "homo_lumo_gap_ev": [6.22, 5.44],
  "lumo_energy_ev": [2.34, 0.73],
  "symbols": ["C", "C", "C", "C", "H", "C", "H", "I", "H", "H", "H", "C", "C", "C", "C", "C", "C", "H", "H", "H", "O", "C", "H", "O", "C", "C", "H", "H", "O", "P", "H", "H", "H", "P", "H", "C", "C", "C", "C", "C", "C", "C", "C", "H", "H", "C", "H", "C", "H", "C", "H", "H", "C", "C", "C", "C", "H", "C", "C", "C", "N", "H", "C", "C", "C", "C", "H", "C", "C", "C", "H", "H", "C", "H", "H", "H", "H", "C", "C", "Si", "C", "C", "N", "C", "Ru", "C", "H", "C", "H", "H", "H", "H", "N", "H", "C", "O", "H", "H", "H", "H", "H", "H", "C", "H", "H"],
  "positions_angstrom": [[-4.061, 2.316, -2.416], [-1.421, -1.359, 3.928], [0.089, -0.182, -3.442], [1.964, 4.437, -3.341], [-1.001, -4.775, -0.114], [-3.657, 1.621, -1.288], [-1.111, 2.427, -4.052], [3.119, 0.646, 0.953], [1.674, 5.469, -3.495], [-2.567, 3.425, 0.324], [1.654, -4.350, -3.586], [-3.327, -1.759, -0.555], [-1.821, 2.238, -3.256], [-3.139, 2.629, -3.406], [2.720, 1.817, -2.867], [-3.757, -3.015, -0.938], [-2.323, 1.245, -1.090], [-2.761, 0.841, 2.733], [4.090, -4.317, -3.136], [-2.439, -1.174, 4.278], [1.970, 2.551, 6.912], [-0.661, 4.348, 0.618], [2.444, -4.645, 1.661], [1.248, 2.981, 2.677], [3.850, -3.533, -1.149], [-1.406, 1.583, -2.094], [3.382, 4.875, -0.607], [2.359, -6.478, 3.270], [0.846, 0.953, 8.002], [0.297, 0.916, -1.950], [3.271, 3.897, 0.872], [-0.590, -2.617, -6.407], [0.077, -3.577, -1.897], [0.458, -2.490, 0.902], [4.912, -3.502, -0.938], [1.171, 1.525, 6.975], [0.427, -3.989, 2.001], [-2.913, -4.107, -0.784], [-0.732, -4.261, 2.735], [-1.655, -3.922, -0.245], [0.677, -1.074, -5.614], [0.965, 5.818, 0.210], [-1.211, -2.648, 0.141], [-3.763, -0.304, 1.831], [4.660, 2.404, -3.560], [1.397, 2.202, -2.639], [-1.069, -2.292, 4.366], [-3.146, 0.593, 1.741], [-1.688, -5.476, 4.216], [-1.016, -1.040, -3.439], [-3.455, 3.149, -4.303], [-3.992, -0.912, -0.688], [0.337, -6.092, 3.868], [2.951, -3.105, -0.185], [-1.263, -1.902, -4.492], [1.536, -4.806, 2.220], [-1.697, -1.026, -2.600], [3.390, -3.987, -2.377], [1.421, 4.465, 0.077], [0.637, 1.053, 5.679], [-0.189, -0.036, 5.621], [1.580, 6.698, 0.102], [3.641, 2.719, -3.377], [1.037, 3.532, -2.842], [1.487, -5.850, 3.134], [0.777, 1.464, 4.383], [-1.625, -3.681, 2.554], [-2.052, -1.530, -0.018], [2.029, -4.003, -2.631], [1.130, -3.563, -1.669], [-1.034, 6.551, 0.766], [2.059, 2.896, 5.911], [3.258, 4.029, -3.629], [0.039, 3.869, -2.597], [0.306, -6.899, 4.589], [-4.750, -3.147, -1.352], [-1.437, -1.448, 2.845], [1.575, -3.118, -0.428], [-0.776, -5.292, 3.659], [-1.680, 0.325, 0.495], [-0.353, 5.743, 0.549], [0.925, -0.210, -4.556], [0.057, 0.647, 3.551], [-0.409, -1.933, -5.586], [0.536, 1.319, 0.996], [1.466, 2.684, 3.867], [3.328, -2.720, 0.753], [2.830, 4.074, -0.114], [-0.474, -0.546, 6.441], [-2.129, -2.554, -4.456], [2.928, 3.151, -0.679], [-5.098, 2.610, -2.527], [0.408, 3.594, 0.271], [-2.462, 4.518, 1.718], [-0.520, -0.248, 4.326], [2.165, 3.336, 4.690], [-3.235, -5.098, -1.082], [-4.401, 1.366, -0.541], [-3.789, 1.421, 1.438], [1.342, -1.072, -6.470], [3.974, 4.737, -4.026], [3.028, 0.808, -2.611], [-1.923, 3.773, 1.134], [-1.689, 2.920, 1.776], [1.770, 0.459, -4.621]],
  "forces_ev_per_angstrom": [[-0.08, 0.02, 0.08], [0.06, 0.14, 0.07], [0.12, -0.12, -0.08], [-0.02, 0.05, -0.02], [0.00, -0.02, 0.02], [0.00, 0.01, -0.06], [0.01, 0.01, -0.01], [0.69, -0.50, -0.13], [0.00, -0.01, 0.00], [0.00, -0.03, -0.02], [0.00, 0.02, -0.04], [0.00, 0.07, -0.05], [-0.10, 0.03, 0.08], [0.02, -0.02, -0.10], [-0.06, 0.01, 0.04], [-0.09, 0.07, -0.02], [0.17, -0.09, 0.09], [0.02, -0.02, 0.02], [0.00, 0.01, 0.02], [-0.03, 0.00, -0.03], [-0.32, -0.55, 1.05], [0.05, -0.38, -0.03], [0.08, 0.01, -0.03], [0.07, -0.03, -0.02], [0.03, -0.05, 0.05], [-0.07, 0.13, 0.02], [0.00, 0.01, 0.02], [0.00, 0.02, 0.01], [-0.05, -0.11, -0.01], [-0.22, -0.14, -0.42], [-0.03, -0.06, 0.01], [-0.02, 0.03, -0.01], [-0.10, 0.07, -0.07], [0.18, -0.11, -0.01], [-0.01, 0.01, -0.02], [0.19, 0.28, 0.21], [-0.14, 0.02, 0.01], [0.05, -0.16, -0.03], [0.03, -0.14, -0.09], [-0.14, 0.12, -0.02], [0.02, -0.09, -0.09], [-0.39, 0.31, 0.08], [-0.11, 0.02, -0.08], [-0.03, 0.02, 0.00], [0.00, 0.00, 0.02], [0.00, -0.01, 0.13], [-0.03, -0.01, -0.06], [0.27, 0.02, -0.06], [-0.01, 0.01, -0.03], [0.13, -0.05, 0.09], [0.01, 0.01, 0.01], [-0.03, -0.09, 0.00], [0.00, -0.03, 0.02], [-0.05, 0.17, -0.07], [-0.02, -0.07, 0.00], [-0.10, 0.05, -0.02], [-0.06, -0.04, 0.06], [0.03, -0.04, -0.04], [0.23, -0.32, -0.01], [0.01, -0.10, -0.12], [0.06, 0.10, 0.03], [0.02, -0.03, -0.02], [0.01, -0.01, -0.03], [0.06, -0.07, -0.11], [0.06, 0.00, 0.03], [0.00, 0.16, 0.03], [-0.03, 0.01, 0.01], [0.41, 0.01, 0.21], [-0.03, 0.06, -0.03], [0.13, -0.04, -0.04], [-0.03, -0.03, 0.02], [0.28, 0.21, -0.19], [0.04, 0.02, -0.01], [-0.01, 0.00, -0.01], [0.00, 0.00, -0.01], [0.01, 0.01, 0.00], [0.01, -0.01, 0.00], [-0.11, 0.07, 0.04], [-0.02, -0.02, 0.03], [-0.68, -0.14, -0.15], [0.35, 0.35, -0.10], [-0.01, 0.05, 0.13], [-0.14, -0.04, -0.11], [0.03, 0.01, 0.00], [-0.28, 0.42, 0.71], [-0.16, -0.18, -0.08], [0.00, 0.11, 0.07], [-0.02, 0.11, -0.05], [0.00, -0.05, 0.00], [0.01, 0.00, 0.03], [0.01, 0.02, 0.07], [0.00, -0.02, -0.02], [-0.23, 0.13, 0.06], [-0.03, -0.01, -0.02], [0.07, -0.01, 0.06], [-0.01, 0.35, -0.89], [0.00, 0.01, 0.00], [-0.01, 0.04, -0.01], [0.00, 0.00, 0.02], [0.01, 0.01, 0.02], [0.00, 0.00, 0.02], [0.03, 0.02, -0.03], [0.11, 0.06, 0.04], [-0.08, -0.01, 0.00], [0.05, 0.00, 0.01]],
  "lowdin_charge": [-0.089, -0.016, -0.321, -0.089, 0.111, -0.132, 0.107, 0.044, 0.104, 0.072, 0.098, -0.124, -0.102, -0.085, -0.157, -0.085, -0.332, 0.001, 0.095, 0.091, 0.102, -0.298, 0.084, -0.110, -0.088, -0.402, 0.084, 0.099, 0.052, 1.042, 0.077, 0.094, 0.080, 1.080, 0.101, -0.521, -0.346, -0.086, -0.140, -0.129, -0.094, -0.015, -0.404, 0.022, 0.105, -0.388, 0.074, -0.234, 0.101, -0.095, 0.097, 0.087, -0.105, -0.158, -0.084, -0.081, 0.085, -0.100, -0.319, -0.086, 0.173, 0.107, -0.084, -0.110, -0.092, -0.132, 0.091, -0.299, -0.086, -0.088, 0.103, -0.002, -0.098, 0.098, 0.095, 0.099, 0.031, -0.360, -0.092, 0.515, -0.019, -0.082, 0.124, -0.105, 0.631, -0.564, 0.071, -0.067, 0.165, 0.101, -0.002, 0.097, 0.024, 0.089, -0.349, 0.049, 0.099, 0.086, 0.005, 0.097, 0.098, 0.097, -0.020, 0.048, 0.085]
}